C14H39Cl2N3O2P3Pr | wB97M-V/def2-TZVPD

- E_tot (eV) = -90677.975
- gap between HOMO and LUMO (spin up / spin down) (eV) = 5.888 / 5.583
- E_HOMO (spin up / spin down) (eV) = -14.3 / -14.3
- 2S+1 = 3
- charge = +2

Last column: Löwdin spin population.
Geometry (Å):
Pr (0.0000, 0.0000, 0.0000)  1.68
Cl (-1.9494, 0.8772, -1.3956)  0.02
Cl (1.1875, -0.5497, -2.0228)  -0.01
P (-1.2016, -2.0416, -0.1394)  -0.14
P (1.1071, 2.0793, -0.2028)  -0.13
P (-2.6423, 1.2748, 2.3122)  0.00
O (-1.1885, 0.7048, 1.9890)  0.00
O (1.6409, -0.3908, 2.3590)  0.34
N (-3.4749, -0.1252, 3.1516)  0.00
N (-3.4582, 1.7876, 0.7585)  0.00
N (-2.5744, 2.5543, 3.6270)  0.00
C (-0.2299, -3.5929, -0.1516)  -0.03
C (-4.7959, 0.2100, 3.7093)  0.00
C (2.9190, 1.9525, -0.3776)  -0.02
C (-2.6250, -0.5762, 4.2687)  0.00
C (1.5365, -0.7172, 1.1867)  0.30
C (-3.7401, 3.4484, 3.6780)  0.00
C (2.5846, -1.6496, 0.5868)  0.10
C (-2.3465, -2.2597, 1.2649)  -0.02
C (-3.2653, 3.2025, 0.4168)  0.00
C (-1.3242, 3.2967, 3.7486)  0.00
C (0.8672, 3.1943, 1.2229)  -0.02
C (0.5647, 3.0311, -1.6538)  -0.02
C (-4.8593, 1.3971, 0.6133)  0.00
C (-2.2625, -2.1409, -1.6137)  -0.02
H (3.0886, -2.1824, 1.3979)  0.01
H (-3.0528, -1.4929, 4.7284)  0.00
H (-0.4530, 3.3863, -1.4783)  0.00
H (-3.9695, 3.8551, 0.9652)  0.00
H (-4.7245, 0.9755, 4.5097)  0.00
H (-2.5281, -3.1838, -1.8155)  0.00
H (-2.5337, 0.2114, 5.0504)  0.00
H (-3.5999, 4.3388, 3.0340)  0.00
H (-3.0658, -1.4367, 1.2389)  0.00
H (0.5479, 2.3586, -2.5145)  0.00
H (-5.2565, -0.6990, 4.1514)  0.00
H (-2.2275, 3.5190, 0.6027)  0.00
H (3.3561, 2.9415, -0.5485)  -0.01
H (1.2468, 3.8685, -1.8335)  0.00
H (3.3442, 1.5173, 0.5304)  0.00
H (-5.1948, 1.5967, -0.4275)  0.00
H (-3.8720, 3.8168, 4.7171)  0.00
H (-3.1571, -1.5451, -1.4160)  0.00
H (-4.9674, 0.3048, 0.7710)  0.00
H (-1.2919, 3.7974, 4.7397)  0.00
H (0.3715, -3.6551, 0.7596)  0.00
H (-0.4627, 2.6026, 3.7111)  0.00
H (3.1349, 1.3022, -1.2290)  0.00
H (-0.1932, 3.4483, 1.3029)  0.00
H (2.1585, -2.3359, -0.1457)  0.00
H (3.3124, -1.0422, 0.0387)  0.00
H (-1.2627, 4.0956, 2.9863)  0.00
H (-1.7382, -1.7072, -2.4672)  0.00
H (1.4522, 4.1115, 1.1019)  -0.01
H (-5.5104, 1.9826, 1.2950)  0.00
H (-4.6714, 2.9325, 3.3780)  0.00
H (-2.8657, -3.2202, 1.1895)  -0.01
H (-3.4646, 3.3533, -0.6655)  0.00
H (0.4410, -3.6027, -1.0136)  0.00
H (-0.8966, -4.4596, -0.2074)  -0.01
H (-1.7905, -2.2216, 2.2057)  0.00
H (1.1781, 2.6804, 2.1370)  0.00
H (-5.5046, 0.5482, 2.9423)  0.00
H (-1.6033, -0.8269, 3.9252)  0.00

Cartesian forces, eV/Å:
Pr -6.44 2.90 -0.93
Cl 0.48 0.04 -0.36
Cl 0.90 -0.47 -1.53
P -4.20 -6.45 -0.82
P 3.38 6.96 -1.02
P 0.28 -0.43 1.03
O -2.56 1.51 0.02
O -1.15 -0.19 -3.42
N 0.63 2.31 -1.31
N 0.74 -0.64 3.50
N -0.03 -1.86 -2.53
C 0.50 0.24 0.03
C -0.76 0.04 0.30
C 0.04 -0.47 0.01
C 0.80 -0.14 0.41
C 6.99 -2.71 8.06
C -0.38 0.33 0.12
C 0.19 -0.34 -0.56
C 0.27 0.30 -0.10
C -0.07 0.33 -0.17
C 0.39 0.09 0.51
C -0.15 -0.27 0.08
C -0.14 -0.14 -0.17
C -0.52 -0.36 -0.27
C -0.03 -0.12 -0.20
H -0.21 0.16 0.01
H 0.04 0.62 -0.40
H 0.13 0.00 -0.05
H 0.39 -0.18 -0.20
H -0.06 -0.40 -0.32
H 0.07 0.10 0.09
H -0.10 -0.49 -0.35
H -0.09 -0.36 0.26
H 0.09 -0.26 0.17
H 0.02 0.18 0.00
H 0.49 0.44 -0.23
H -0.35 -0.07 0.03
H -0.17 -0.08 0.10
H -0.06 -0.12 0.10
H 0.10 0.11 -0.07
H 0.38 -0.02 0.55
H 0.09 -0.33 -0.54
H 0.14 -0.13 -0.09
H -0.05 0.68 0.08
H -0.14 -0.33 -0.50
H -0.09 -0.16 -0.05
H -0.50 0.46 -0.11
H 0.08 0.15 0.08
H 0.27 -0.07 -0.01
H 0.05 0.11 0.13
H -0.10 0.04 0.07
H 0.20 -0.25 0.25
H -0.12 -0.15 0.03
H -0.01 -0.16 -0.12
H 0.08 -0.44 -0.39
H 0.50 0.24 0.15
H 0.13 0.08 -0.15
H 0.15 -0.33 0.56
H -0.09 -0.04 0.01
H -0.03 0.23 0.06
H -0.18 0.01 -0.08
H -0.06 0.14 -0.07
H 0.36 -0.03 0.21
H -0.55 0.19 0.11